# 1
{
  "formula": "C6H13NO",
  "method": "ωB97M-V/def2-TZVPD",
  "symbols": ["C", "N", "C", "C", "C", "C", "C", "O", "H", "H", "H", "H", "H", "H", "H", "H", "H", "H", "H", "H", "H"],
  "xyz": [[-0.38956, -0.49679, -2.29314], [-0.70027, 0.14049, -0.96016], [-0.40186, 1.60147, -0.91568], [0.90807, 1.88904, -0.13151], [0.99680, 0.61647, 0.73938], [0.10692, -0.42760, 0.16450], [-0.77139, -1.08573, 1.42489], [0.08412, -2.05053, 2.03408], [0.67101, -0.95838, -2.31470], [-1.17777, -1.18450, -2.61331], [-0.34625, 0.31497, -2.99377], [-1.34385, 1.88668, -0.43109], [-0.30680, 2.02137, -1.95307], [1.84605, 1.76531, -0.67843], [0.74755, 2.88610, 0.24018], [1.98726, 0.22761, 0.89849], [0.70657, 1.20589, 1.72104], [0.65812, -1.27196, -0.19559], [-1.73239, -1.45704, 1.10227], [-0.72047, -0.30205, 2.17225], [0.71057, -2.42327, 1.35044]],
  "atomic_forces_ev_per_a": [[1.3, 0.2, 1.3], [1.8, -0.7, -0.4], [-0.3, -0.6, -1.4], [-0.3, -2.1, -1.8], [-0.3, 3.6, 3.0], [-3.3, -0.8, 1.4], [3.0, 1.2, -1.5], [0.8, -1.1, -1.1], [-1.7, 0.3, 0.0], [0.4, -0.1, 0.2], [-0.1, 0.2, -0.6], [0.7, 1.4, 0.1], [-0.6, -0.3, 0.9], [-0.4, 1.1, -1.0], [0.7, 0.1, 1.0], [0.5, 0.2, 0.0], [0.0, -2.5, -0.9], [0.5, -0.5, -0.4], [-0.3, -0.1, 0.1], [-1.3, 0.2, 0.0], [-1.2, 0.5, 1.1]],
  "lowdin_charge": [-0.072, -0.162, -0.184, -0.161, -0.176, -0.281, -0.163, -0.108, 0.104, 0.072, 0.049, 0.116, 0.114, 0.104, 0.098, 0.104, 0.150, 0.102, 0.102, 0.092, 0.099],
  "charge": 0,
  "homo_lumo_gap_ev": 9.5,
  "multiplicity": 1,
  "lumo_energy_ev": 1.0,
  "smiles": "CN1CCC[C@H]1CO"
}

# 2
{
  "formula": "C5H8N2",
  "method": "ωB97M-V/def2-TZVPD",
  "symbols": ["C", "C", "C", "N", "C", "C", "N", "H", "H", "H", "H", "H", "H", "H", "H"],
  "xyz": [[0.29575, 0.24418, -1.65698], [-0.02508, -0.92348, -0.60767], [0.97152, -1.36805, 0.42793], [0.56466, -0.01847, 0.40366], [-0.37605, 0.54019, 1.29651], [-1.27486, 1.53913, 0.65707], [-2.02179, 2.32261, 0.24726], [1.29161, 0.07958, -2.06129], [0.34056, 1.30023, -1.26470], [-0.50286, 0.23690, -2.37132], [-1.03943, -1.32000, -0.36105], [0.59862, -1.85937, 1.32765], [2.00296, -1.58885, 0.17454], [-1.02263, -0.23637, 1.72480], [0.19702, 1.05177, 2.06358]],
  "atomic_forces_ev_per_a": [[-0.4, -1.1, -1.3], [0.2, 2.7, 0.3], [0.4, 0.0, 0.3], [0.3, 0.0, 1.7], [-0.1, -0.1, 0.8], [-0.5, 0.6, -0.3], [0.8, -0.9, 0.4], [-0.2, -0.2, -0.5], [-0.4, -1.4, 0.0], [0.0, -0.1, -1.2], [0.6, 0.8, -0.7], [-0.2, -0.8, -0.5], [0.0, 0.1, 0.1], [-0.1, 0.1, 0.4], [-0.3, 0.1, 0.5]],
  "lowdin_charge": [-0.061, -0.192, -0.102, -0.215, -0.201, -0.192, 0.150, 0.072, 0.081, 0.052, 0.136, 0.112, 0.107, 0.124, 0.127],
  "charge": 0,
  "homo_lumo_gap_ev": 10.0,
  "multiplicity": 1,
  "lumo_energy_ev": 0.9,
  "smiles": "C[C@H]1CN1CC#N"
}

# 3
{
  "formula": "C19H33ClGeNO6STi",
  "method": "ωB97M-V/def2-TZVPD",
  "symbols": ["Ti", "C", "C", "C", "C", "O", "Ge", "O", "C", "C", "C", "C", "O", "C", "C", "C", "C", "H", "H", "H", "H", "H", "H", "H", "H", "H", "H", "H", "H", "H", "H", "H", "H", "H", "H", "H", "H", "H", "H", "H", "H", "H", "H", "H", "O", "N", "C", "C", "C", "C", "C", "S", "H", "H", "H", "H", "Cl", "C", "C", "O", "O", "H", "H"],
  "xyz": [[0.90335, 0.34353, -0.13024], [-5.16849, 0.25239, -0.63063], [-4.29401, -0.78558, 0.07627], [-4.87347, -1.15519, 1.42971], [-4.11504, -2.05556, -0.74269], [-2.93783, -0.24083, 0.23321], [-2.02869, 0.71655, 1.29352], [-0.08063, -0.67077, 1.05545], [-0.03494, -2.01010, 1.65448], [-0.31438, -3.07876, 0.60216], [-1.15382, -2.07459, 2.71076], [1.38416, -2.11920, 2.14869], [1.59701, 1.64966, 0.77925], [2.02234, 2.72530, 1.63068], [1.38268, 2.54974, 3.02620], [1.47081, 3.98937, 1.01484], [3.52226, 2.68659, 1.60739], [-6.13441, -0.22389, -0.73661], [-5.22243, 1.16349, -0.02368], [-4.86414, 0.45338, -1.69283], [-5.80207, -1.67225, 1.20351], [-4.26615, -1.88754, 1.99177], [-5.26471, -0.28780, 1.96226], [-5.14235, -2.46969, -1.04890], [-3.64571, -1.93620, -1.69030], [-3.62513, -2.89290, -0.22782], [-1.03504, -2.69375, -0.11311], [0.64477, -3.20791, 0.04763], [-0.59273, -4.02484, 1.02728], [-2.04394, -1.93663, 2.12939], [-1.02689, -2.98738, 3.27074], [-1.11266, -1.19407, 3.47738], [2.05387, -2.03425, 1.30210], [1.55827, -1.31285, 2.89830], [1.69500, -3.10225, 2.59427], [0.56106, 1.83510, 2.96190], [2.14644, 2.08374, 3.63450], [1.11004, 3.47517, 3.44323], [0.40693, 4.14455, 1.13185], [1.92855, 4.92129, 1.46841], [1.68412, 4.07296, -0.00798], [3.85711, 1.72710, 1.91619], [3.92695, 2.79047, 0.52771], [3.94981, 3.52425, 2.17513], [2.42324, -0.56182, -0.78346], [3.17803, -0.47501, -1.89232], [3.88774, -1.53075, -2.23658], [4.84700, -1.45917, -3.19727], [4.98106, -0.31240, -4.04586], [4.03240, 0.69615, -3.71111], [3.16303, 0.66623, -2.61327], [2.03681, 1.89037, -2.27975], [3.77954, -2.36680, -1.52833], [5.39144, -2.38838, -3.44153], [5.74937, -0.30023, -4.88270], [3.92344, 1.52445, -4.41688], [-0.93472, 2.21242, -3.90871], [-1.96964, 1.27390, -2.70635], [-1.04535, 0.73377, -1.71546], [-0.50169, -0.37633, -1.87727], [-0.78308, 1.31103, -0.60437], [-2.49594, 0.43331, -3.21424], [-2.68857, 1.97941, -2.32594]],
  "atomic_forces_ev_per_a": [[-0.5, 0.5, 0.6], [0.6, -0.5, -0.6], [0.4, -0.5, -0.3], [-0.7, -0.3, -0.4], [-2.2, -1.3, -0.3], [-0.5, -0.2, -0.5], [0.6, 0.3, 0.6], [0.0, 0.5, -0.6], [-0.3, -0.5, 0.6], [1.4, 1.1, -1.0], [1.6, 2.4, 0.8], [0.6, -0.4, 1.6], [-0.6, -1.3, -0.3], [-1.0, 1.0, 0.1], [1.4, -1.9, -1.0], [0.4, 1.9, 1.3], [0.8, 1.1, -2.0], [-0.5, 0.3, 0.2], [-0.2, -0.1, -0.3], [0.1, 0.0, 1.1], [-0.1, -0.4, 0.0], [-0.1, 0.8, -0.1], [0.7, 0.1, 0.5], [1.2, 0.6, 0.7], [0.7, 0.5, -0.7], [0.0, 0.5, 0.2], [-0.4, -0.3, 0.0], [-0.7, -0.2, 0.1], [-0.2, -0.3, 0.2], [-0.9, -0.6, 0.1], [-0.6, -0.4, 0.0], [0.2, -1.4, -1.3], [0.2, 0.4, -0.2], [0.2, -0.6, -0.5], [-0.8, 0.8, -0.2], [-0.2, 0.3, 0.1], [0.0, -0.1, 0.6], [-0.5, 1.1, 0.5], [-0.4, -0.4, 0.2], [-0.3, -1.2, -0.2], [0.4, -0.1, -1.6], [0.5, -0.7, 0.8], [-0.8, 0.1, 1.5], [-0.1, -0.5, 0.1], [0.6, -0.6, -0.7], [-1.1, 0.1, 1.1], [0.2, -0.9, 2.1], [1.2, -0.1, -2.9], [-1.0, -0.8, 1.6], [1.4, 0.3, -2.0], [0.2, 0.2, -1.0], [-0.1, -0.2, 0.1], [0.0, 0.3, -0.7], [-0.1, 0.7, 0.4], [-1.4, 0.3, 1.2], [0.1, 0.0, 0.5], [-0.6, -0.7, 0.7], [-0.5, 0.3, -1.8], [0.1, -2.8, -0.1], [0.8, 0.7, -0.2], [0.1, 2.1, 1.1], [0.6, 0.7, 0.2], [-0.1, 0.2, 0.3]],
  "lowdin_charge": [1.044, -0.014, -0.642, -0.035, -0.029, -0.381, 1.290, -0.398, -0.630, 0.002, -0.025, -0.024, -0.276, -0.625, 0.023, -0.024, -0.013, 0.094, 0.097, 0.100, 0.098, 0.095, 0.097, 0.130, 0.069, 0.090, 0.079, 0.099, 0.100, 0.031, 0.102, 0.123, 0.059, 0.110, 0.126, 0.070, 0.091, 0.080, 0.093, 0.132, 0.052, 0.078, 0.120, 0.113, -0.205, -0.135, 0.020, 0.022, 0.056, -0.016, -0.579, 0.998, 0.177, 0.147, 0.163, 0.131, 0.622, -0.390, -0.756, 0.023, -0.256, 0.122, 0.089],
  "charge": 2,
  "s2": 0.78,
  "homo_lumo_gap_ev": [9.1, 6.3],
  "multiplicity": 2,
  "lumo_energy_ev": [-6.7, -9.5]
}

# 4
{
  "formula": "C4H5N3",
  "method": "ωB97M-V/def2-TZVPD",
  "symbols": ["C", "N", "C", "C", "N", "C", "N", "H", "H", "H", "H", "H"],
  "xyz": [[1.00289, 1.50026, 0.17925], [0.31060, -0.28288, -0.65014], [-0.81517, -0.81903, -0.43958], [-1.25753, -2.02818, -1.09554], [-1.62295, -3.00520, -1.59352], [-0.80219, 0.27492, 2.24343], [0.34120, 0.33411, 1.94023], [0.59777, 1.86680, -0.75818], [2.02625, 1.15084, 0.15039], [0.76040, 2.12226, 1.02495], [0.91970, -0.73615, -1.33267], [-1.46096, -0.37776, 0.33136]],
  "atomic_forces_ev_per_a": [[0.1, 0.2, -0.3], [-0.3, -0.2, 0.1], [0.3, 0.1, 0.0], [-0.3, -0.7, -0.4], [0.3, 0.9, 0.4], [1.1, 0.1, -0.2], [-1.1, -0.1, 0.4], [0.1, -0.1, 0.1], [-0.2, 0.0, 0.0], [0.0, -0.1, -0.1], [-0.1, 0.1, 0.0], [0.1, -0.1, -0.1]],
  "lowdin_charge": [0.142, 0.098, -0.168, -0.151, 0.180, -0.244, -0.160, 0.049, 0.055, 0.023, 0.124, 0.052],
  "charge": 0,
  "homo_lumo_gap_ev": 8.5,
  "multiplicity": 1,
  "lumo_energy_ev": -1.1
}

# 5
{
  "formula": "C10H16O",
  "method": "ωB97M-V/def2-TZVPD",
  "symbols": ["C", "C", "C", "C", "C", "C", "C", "C", "O", "H", "H", "H", "H", "H", "H", "H", "H", "H", "H", "C", "C", "H", "H", "H", "H", "H", "H"],
  "xyz": [[-0.78833, -1.58302, -2.23246], [-1.66968, -2.87323, -1.91462], [-0.10452, -0.97296, -1.05112], [0.79129, 0.19299, -1.24621], [-0.28168, -1.57710, 0.20320], [1.69968, 0.55353, -0.27209], [0.53933, -0.96884, 1.26355], [1.44650, 0.06866, 1.06563], [2.29804, 0.29432, 2.13698], [0.02191, -1.86973, -2.98016], [-1.57215, -0.91354, -2.60960], [-1.10881, -3.79406, -2.14766], [0.79053, 0.59400, -2.28412], [-0.89394, -2.34538, 0.54649], [2.54718, 1.14994, -0.56832], [0.38467, -1.27345, 2.24470], [2.96916, 0.96922, 1.85122], [-2.38794, -2.94271, -2.70714], [-2.06955, -2.74107, -0.90060], [-1.28990, 3.42706, 1.53781], [-1.67599, 2.52388, 0.40589], [-1.80703, 3.16180, 2.43131], [-0.30813, 3.48572, 1.87562], [-1.43247, 4.57447, 1.34653], [-2.62356, 1.98866, 0.67825], [-1.00413, 1.66868, 0.04881], [-1.89017, 3.18704, -0.47877]],
  "atomic_forces_ev_per_a": [[-0.3, -1.5, -0.1], [1.8, 0.7, -0.6], [-0.6, -0.3, -0.1], [0.2, -1.2, 0.1], [4.3, 4.3, 2.7], [-1.5, -0.1, -0.5], [-3.1, -1.3, -2.8], [3.3, -0.2, 0.3], [-1.3, 0.8, -2.7], [-1.2, 0.8, 0.5], [0.8, 0.6, -0.4], [0.1, 0.3, 1.1], [0.4, -0.2, 1.0], [-0.9, -1.2, -0.2], [0.0, 0.5, 0.4], [-0.1, -0.7, 1.7], [-0.6, -0.7, 0.5], [-1.0, 0.4, 0.1], [-0.3, -0.8, -0.8], [-0.6, 2.6, 0.1], [-0.9, -0.8, -1.8], [-0.7, 0.1, 0.6], [2.3, -0.6, 0.1], [-0.4, -2.2, 0.1], [0.6, 0.6, -0.4], [-0.4, 1.4, 0.8], [0.1, -1.1, 0.6]],
  "lowdin_charge": [-0.163, -0.065, -0.151, 0.030, 0.069, 0.032, 0.100, -0.199, 0.143, 0.157, 0.133, 0.090, 0.150, 0.096, 0.131, 0.116, 0.161, 0.068, 0.066, -0.185, -0.174, 0.053, 0.022, 0.116, 0.078, 0.044, 0.081],
  "charge": 1,
  "s2": 0.77,
  "homo_lumo_gap_ev": [10.1, 6.5],
  "multiplicity": 2,
  "lumo_energy_ev": [-4.1, -7.7]
}

# 6
{
  "formula": "C18H29N5O3S",
  "method": "ωB97M-V/def2-TZVPD",
  "symbols": ["C", "C", "C", "C", "C", "C", "N", "C", "S", "C", "C", "N", "C", "C", "O", "C", "C", "N", "C", "C", "C", "O", "N", "C", "O", "N", "C", "H", "H", "H", "H", "H", "H", "H", "H", "H", "H", "H", "H", "H", "H", "H", "H", "H", "H", "H", "H", "H", "H", "H", "H", "H", "H", "H", "H", "H"],
  "xyz": [[-6.75367, -1.66575, 1.17280], [-5.73724, -2.05868, 0.10795], [-4.37462, -1.41836, 0.36130], [-3.34938, -1.81246, -0.69930], [-1.99476, -1.16375, -0.43699], [-0.96442, -1.55677, -1.49745], [0.28355, -0.87918, -1.25999], [0.59484, 0.39637, -1.56638], [-0.47202, 1.40476, -2.48565], [0.14857, 3.03881, -1.97284], [-0.63617, 3.54815, -0.76928], [-0.57896, 2.62296, 0.34612], [0.66806, 2.71263, 1.08886], [0.68454, 1.63088, 2.16760], [-0.40092, 1.76807, 3.05115], [-1.61679, 1.70465, 2.34568], [-1.69528, 2.78263, 1.26400], [1.79304, 0.76354, -1.13129], [2.26949, -0.32287, -0.48864], [1.35717, -1.36873, -0.54584], [1.62264, -2.64410, 0.04252], [0.92515, -3.63698, 0.05518], [2.87721, -2.62745, 0.65677], [3.81655, -1.61692, 0.74516], [4.86951, -1.78004, 1.31703], [3.47280, -0.42640, 0.13967], [4.38168, 0.69684, 0.17546], [-6.89329, -0.58690, 1.18813], [-6.41486, -1.98021, 2.15744], [-7.71528, -2.13337, 0.97548], [-6.10291, -1.75159, -0.87448], [-5.62700, -3.14508, 0.09500], [-4.48362, -0.33093, 0.37261], [-4.01184, -1.72387, 1.34532], [-3.71097, -1.50822, -1.68411], [-3.23385, -2.89810, -0.70640], [-2.10140, -0.07630, -0.43591], [-1.62487, -1.47603, 0.54246], [-1.32358, -1.28366, -2.49358], [-0.77101, -2.63055, -1.45611], [1.20664, 2.90485, -1.76368], [0.01376, 3.70550, -2.82305], [-0.25431, 4.54912, -0.49952], [-1.68406, 3.65453, -1.06313], [1.50330, 2.54978, 0.40728], [0.77634, 3.70317, 1.56630], [1.58774, 1.70491, 2.77576], [0.65077, 0.64157, 1.68463], [-2.40860, 1.84422, 3.08352], [-1.72397, 0.71522, 1.87744], [-2.63083, 2.67112, 0.71102], [-1.68249, 3.77664, 1.74488], [3.15613, -3.49323, 1.10537], [4.50186, 1.09599, -0.83066], [5.33413, 0.34081, 0.56307], [3.98703, 1.47858, 0.82628]],
  "atomic_forces_ev_per_a": [[0.1, -0.1, -0.2], [0.1, 0.2, 0.3], [-0.1, -0.3, -0.4], [0.2, 0.3, 0.3], [-0.1, -0.3, -0.3], [-0.7, -0.1, 0.2], [0.5, 0.4, -0.1], [0.1, -0.2, 0.1], [-0.2, 0.3, -0.4], [-0.2, -0.3, 0.1], [0.0, -0.1, 0.0], [0.0, 0.2, 0.0], [0.1, -0.2, 0.2], [0.3, 0.1, -0.3], [0.0, 0.1, 0.2], [-0.3, 0.2, -0.2], [0.0, -0.2, 0.2], [0.4, 0.0, 0.1], [-1.2, -0.7, -0.3], [0.7, 0.4, 0.2], [0.0, 0.3, -0.1], [-0.2, -0.2, 0.0], [0.0, -0.4, 0.2], [0.0, 0.1, 0.0], [0.3, -0.1, 0.2], [0.1, -0.1, 0.0], [0.2, 0.2, 0.0], [-0.1, 0.1, 0.0], [0.0, 0.0, 0.1], [-0.1, 0.0, 0.1], [0.0, -0.1, -0.1], [0.0, 0.0, -0.1], [0.0, 0.1, 0.1], [0.0, 0.0, 0.1], [0.0, 0.0, -0.1], [0.0, -0.1, -0.1], [0.1, 0.0, 0.1], [0.1, 0.0, 0.0], [0.0, -0.1, 0.0], [0.0, 0.1, -0.1], [0.0, 0.1, -0.1], [0.1, 0.0, 0.0], [-0.1, 0.0, 0.0], [0.1, 0.1, 0.0], [0.0, 0.1, 0.1], [0.0, 0.0, 0.0], [0.0, 0.0, -0.1], [0.0, 0.0, 0.0], [0.0, 0.0, -0.1], [0.0, 0.1, 0.0], [0.0, 0.0, 0.0], [-0.1, 0.0, 0.0], [0.0, 0.2, -0.1], [0.0, 0.0, 0.0], [-0.1, 0.1, 0.0], [0.1, 0.0, 0.0]],
  "lowdin_charge": [-0.119, -0.277, -0.236, -0.213, -0.190, -0.141, -0.010, -0.597, 1.004, -0.417, -0.266, -0.184, -0.168, -0.187, -0.122, -0.189, -0.164, 0.143, -0.232, -0.074, -0.404, 0.073, 0.210, -0.474, 0.078, 0.010, 0.000, 0.070, 0.071, 0.066, 0.108, 0.109, 0.113, 0.118, 0.119, 0.121, 0.092, 0.121, 0.117, 0.129, 0.060, 0.076, 0.128, 0.114, 0.095, 0.133, 0.128, 0.120, 0.128, 0.110, 0.122, 0.131, 0.169, 0.095, 0.091, 0.090],
  "charge": 0,
  "homo_lumo_gap_ev": 8.5,
  "multiplicity": 1,
  "lumo_energy_ev": 0.5,
  "smiles": "CCCCCCn1c(SCCN2CCOCC2)nc2c1c(=O)[nH]c(=O)n2C"
}

Across the entries above, max |F| takes the values 0.0913 0.0524 0.0618 0.0239 0.1288 0.0272 Eh/bohr, respectively.
Across the entries above, electronic energy takes the values -9967.87299 -8291.05093 -136989.28338 -8693.09168 -12667.11175 -43566.86666 eV, respectively.